1.
Formula: C3H6N2S2
Source: OMol25
Level of theory: ωB97M-V with the def2-TZVPD basis set

XYZ file:
```
13
Properties=species:S:1:pos:R:3
C -0.706 -0.579 -0.062
C 1.908 -0.395 -0.371
C 1.448 0.918 0.260
H -3.794 -0.637 0.149
H -2.781 0.648 0.487
H 1.950 -0.262 -1.453
H 2.848 -0.691 0.027
H 1.994 1.799 -0.129
H 1.554 0.910 1.366
N -2.929 -0.146 -0.135
N -1.881 -1.057 -0.068
S 0.688 -1.663 0.062
S -0.300 1.156 -0.132
```

relative energy (zero: lowest compared OMol25 entry of this formula, charge and spin)	0.956	eV
E_HOMO	-8.2	eV
charge	0
structure (SMILES)	NN=C1SCCS1


2.
Formula: C3H6N2S2
Source: OMol25
Level of theory: ωB97M-V with the def2-TZVPD basis set

XYZ file:
```
13
Properties=species:S:1:pos:R:3
C -0.095 -0.513 -0.088
C -1.181 1.391 0.925
C -1.515 1.540 -0.563
H 1.093 1.134 0.328
H 1.511 -2.050 0.922
H -1.077 2.362 1.649
H -1.943 0.701 1.258
H -2.483 1.024 -0.829
H -1.448 2.373 -1.391
N 1.190 -0.970 0.318
N -0.208 0.949 -0.246
S 2.332 0.266 -0.151
S -1.443 -1.510 -0.105
```

relative energy (zero: lowest compared OMol25 entry of this formula, charge and spin)	6.208	eV
E_HOMO	-8.0	eV
charge	0


3.
Formula: C3H6N2S2
Source: OMol25
Level of theory: ωB97M-V with the def2-TZVPD basis set

XYZ file:
```
13
Properties=species:S:1:pos:R:3
C 1.171 1.533 0.987
C 0.626 1.047 -0.308
C -1.047 -1.484 0.503
H 0.716 2.487 1.426
H 2.372 1.923 1.055
H 1.090 0.786 1.874
H 0.865 1.883 -1.134
H 0.681 -1.711 1.231
H -1.380 -2.199 1.129
N 0.380 -1.556 0.274
N -1.768 -0.400 0.203
S 1.393 -0.691 -0.598
S -1.339 0.938 -0.403
```

relative energy (zero: lowest compared OMol25 entry of this formula, charge and spin)	3.316	eV
E_HOMO	-8.0	eV
charge	0
structure (SMILES)	C[C@@H]1SN=CNS1


4.
Formula: C3H6N2S2
Source: OMol25
Level of theory: ωB97M-V with the def2-TZVPD basis set

XYZ file:
```
13
Properties=species:S:1:pos:R:3
C 0.896 0.623 -0.826
C 1.518 -0.501 -0.475
C -0.052 1.090 0.222
N -2.113 -0.259 -0.324
N 1.298 -0.950 0.817
S -1.696 -1.221 0.845
S 0.085 0.016 1.631
H 0.868 1.171 -1.720
H 2.043 -1.311 -1.049
H 0.075 2.066 0.533
H -1.198 1.028 -0.172
H -3.000 0.199 -0.240
H 1.276 -1.950 0.758
```

relative energy (zero: lowest compared OMol25 entry of this formula, charge and spin)	4.015	eV
E_HOMO	-7.5	eV
charge	0


5.
Formula: C3H6N2S2
Source: OMol25
Level of theory: ωB97M-V with the def2-TZVPD basis set

XYZ file:
```
13
Properties=species:S:1:pos:R:3
C -0.027 -0.972 0.718
C -0.382 0.482 0.324
C -1.192 0.699 -0.872
N 1.251 -1.206 0.156
N 2.006 -0.210 0.101
S 3.506 -0.176 -0.437
S 1.179 1.417 0.309
H 0.171 -1.204 1.730
H -0.878 -1.651 0.366
H -1.052 0.745 1.200
H -0.969 0.032 -1.752
H -1.392 1.761 -1.067
H -2.221 0.283 -0.776
```

relative energy (zero: lowest compared OMol25 entry of this formula, charge and spin)	3.176	eV
E_HOMO (alpha / beta)	-8.6 / -8.6	eV
charge	0
structure (SMILES)	C[C@H]1CN=[N+]([S-])S1


6.
Formula: C3H6N3
Source: OMol25
Level of theory: ωB97M-V with the def2-TZVPD basis set

XYZ file:
```
12
Properties=species:S:1:pos:R:3
C -0.641 -0.589 0.756
C 0.348 -2.506 1.838
C 0.207 1.507 -1.264
N 0.094 -1.358 1.279
N 0.886 0.652 -0.633
N -1.107 1.745 -1.161
H 0.671 -2.510 2.956
H 0.170 -3.372 1.149
H 1.922 0.545 -0.720
H 0.605 2.202 -2.038
H -1.760 1.226 -0.482
H -1.396 2.459 -1.679
```

relative energy (zero: lowest compared OMol25 entry of this formula, charge and spin)	4.386	eV
E_HOMO (alpha / beta)	-13.9 / -14.0	eV
charge	+1


7.
Formula: C3H6N3
Source: OMol25
Level of theory: ωB97M-V with the def2-TZVPD basis set

XYZ file:
```
12
Properties=species:S:1:pos:R:3
C -1.298 -0.710 -0.967
C 1.148 -0.646 1.203
C -0.226 -0.486 1.043
N -1.070 -1.085 0.234
N -0.616 0.380 -1.392
N 0.491 0.702 -0.826
H -2.194 -1.129 -1.551
H 1.628 -0.153 2.000
H 1.775 -1.360 0.699
H -0.736 -0.151 1.943
H -1.147 1.153 -1.893
H 0.633 1.699 -0.649
```

relative energy (zero: lowest compared OMol25 entry of this formula, charge and spin)	4.440	eV
E_HOMO (alpha / beta)	-14.2 / -14.2	eV
charge	+1
structure (SMILES)	[H]/N=[NH+]/C=N\C=C


8.
Formula: C3H6N3O
Source: OMol25
Level of theory: ωB97M-V with the def2-TZVPD basis set

XYZ file:
```
13
Properties=species:S:1:pos:R:3
C -1.186 0.143 -0.677
C 0.165 0.848 -0.954
C 0.599 -1.611 1.696
N 1.120 0.315 -0.366
N 0.159 -1.151 0.488
N 0.191 1.931 -1.738
O -1.018 -0.781 0.152
H -2.102 0.394 -1.316
H 1.627 -1.465 1.724
H 0.092 -1.097 2.560
H -0.020 -2.601 1.886
H -0.614 2.528 -1.841
H 0.988 2.547 -1.616
```

relative energy (zero: lowest compared OMol25 entry of this formula, charge and spin)	6.247	eV
E_HOMO (alpha / beta)	-14.5 / -14.5	eV
charge	+1


9.
Formula: C3H6N3O
Source: OMol25
Level of theory: ωB97M-V with the def2-TZVPD basis set

XYZ file:
```
13
Properties=species:S:1:pos:R:3
C 0.703 -1.088 1.102
C 1.686 -0.127 0.405
C -0.527 -0.321 -0.486
N -0.476 -1.130 0.662
N 0.884 0.401 -0.612
N -1.444 0.928 -0.310
O 2.833 0.077 0.650
H 0.801 -1.760 1.963
H -0.701 -1.117 -1.254
H 1.386 0.503 -1.467
H -2.290 0.608 0.315
H -1.880 1.328 -1.180
H -0.976 1.698 0.211
```

relative energy (zero: lowest compared OMol25 entry of this formula, charge and spin)	0.985	eV
E_HOMO	-14.5	eV
charge	+1
structure (SMILES)	[NH3+][C@@H]1N=CC(=O)N1


10.
Formula: C3H6N3O
Source: OMol25
Level of theory: ωB97M-V with the def2-TZVPD basis set

XYZ file:
```
13
Properties=species:S:1:pos:R:3
C -0.666 0.324 -0.019
C 0.919 -1.491 0.326
C -1.408 1.505 -0.209
N -0.241 -0.752 0.045
N 2.015 -0.749 0.805
N 2.238 0.461 0.254
O 3.093 1.187 0.632
H 0.673 -2.266 1.199
H 1.170 -2.012 -0.621
H -1.727 1.731 -1.276
H -0.671 2.204 0.344
H -2.449 1.531 0.279
H 2.700 -1.058 1.629
```

relative energy (zero: lowest compared OMol25 entry of this formula, charge and spin)	2.272	eV
E_HOMO (alpha / beta)	-11.3 / -14.8	eV
charge	+1
2S+1	3
⟨S²⟩	2.009